C42H40N2O2Pb as an isolated structure. Source: the OMol25 dataset; level of theory: wB97M-V/def2-TZVPD.

```
87
Properties=species:S:1:pos:R:3:forces:R:3:mulliken_charge:R:1
Pb 0.62463 0.12216 0.27347 -0.55 0.67 -0.50 2.1701
O 0.14365 1.35697 1.86539 0.33 -0.62 -0.40 -0.5697
C -1.14107 1.88175 2.19878 0.23 0.27 0.39 1.8449
C -1.78998 2.48568 0.93265 0.02 -0.13 0.03 -1.2928
C -2.35684 1.44837 0.01034 0.00 0.11 0.06 0.4646
C -3.72647 1.25043 -0.02274 -0.04 0.01 -0.11 -0.6517
C -4.26670 0.29889 -0.86803 0.01 0.03 0.04 -1.1125
C -3.41233 -0.44047 -1.66173 0.00 0.04 -0.02 -1.0102
C -2.04591 -0.23432 -1.57923 0.00 -0.03 -0.10 0.4586
C -1.13708 -1.07727 -2.41512 0.05 -0.06 0.20 -1.5708
C -0.30117 -2.17589 -1.69408 -0.20 -0.18 -0.26 3.3026
O 0.70915 -1.52940 -0.93353 0.26 0.15 0.50 -0.3120
C -1.09777 -3.12563 -0.79395 0.05 0.07 0.11 0.1570
C -1.86594 -2.62086 0.25999 0.08 -0.04 -0.05 0.7995
C -2.56485 -3.46412 1.10958 -0.09 -0.04 -0.08 -1.5238
C -2.49190 -4.83891 0.94060 0.02 0.00 -0.03 -0.9266
C -1.69122 -5.35547 -0.06420 0.02 -0.01 0.00 -0.9936
C -0.99844 -4.50845 -0.91943 -0.03 0.00 -0.03 -0.8852
C 0.43108 -2.91075 -2.83156 0.06 0.09 0.14 -0.9330
C 1.81860 -2.91062 -2.90889 -0.03 -0.02 0.02 -0.4397
C 2.46689 -3.54624 -3.96322 -0.03 0.00 0.03 -0.9188
C 1.73385 -4.18684 -4.94769 0.00 -0.01 0.00 -0.5081
C 0.34727 -4.19933 -4.86927 -0.03 -0.01 0.00 -1.1140
C -0.29990 -3.56677 -3.82026 0.04 0.02 -0.06 0.3936
N -1.52093 0.71394 -0.76340 0.20 -0.25 0.23 0.1115
C -0.73117 2.97957 3.19824 -0.07 -0.12 -0.11 -0.1112
C -0.88572 2.80100 4.56953 -0.05 0.07 -0.07 -0.3656
C -0.43482 3.76979 5.45505 0.02 0.00 0.01 -0.9264
C 0.19216 4.91258 4.98411 -0.01 -0.02 0.02 -0.5599
C 0.36409 5.09033 3.61809 0.04 -0.01 -0.01 -0.8554
C -0.08391 4.12481 2.73285 -0.11 -0.02 0.05 -0.4361
C -2.05461 0.84051 2.81852 0.06 -0.08 -0.07 -0.3458
C -3.33992 1.20938 3.21462 -0.02 -0.02 0.00 -0.1308
C -4.21296 0.26922 3.73272 0.00 0.01 -0.01 -1.0563
C -3.81285 -1.05622 3.87120 0.02 0.01 0.00 -0.5387
C -2.52974 -1.42455 3.50812 0.07 0.15 0.23 -1.2667
C -1.65340 -0.47610 2.98708 -0.04 0.02 0.03 0.2103
H -1.04088 3.08551 0.41564 -0.01 0.03 -0.02 0.6003
H -2.59682 3.14972 1.23593 0.03 0.05 -0.02 0.4127
H -4.36155 1.84879 0.61411 0.02 0.02 -0.02 0.5298
H -5.33559 0.13567 -0.90236 0.00 0.00 -0.01 0.4627
H -3.79244 -1.19428 -2.33666 0.03 -0.01 0.00 0.4897
H -0.39926 -0.44586 -2.91192 0.02 0.03 -0.10 0.1360
H -1.73721 -1.54598 -3.18965 0.01 0.00 -0.03 0.9118
H -1.92402 -1.55610 0.45576 -0.08 -0.02 -0.01 -0.1619
H -3.16980 -3.03935 1.90010 0.01 -0.13 -0.21 0.7514
H -3.04188 -5.50063 1.59590 -0.01 0.00 0.00 0.4419
H -1.59560 -6.42580 -0.18806 -0.01 0.00 0.00 0.4471
H -0.36868 -4.94324 -1.68149 -0.02 0.01 -0.03 0.4788
H 2.39256 -2.43577 -2.12487 0.03 -0.01 -0.04 0.4544
H 3.54857 -3.55398 -4.00290 0.00 0.01 0.00 0.4486
H 2.23538 -4.68603 -5.76552 0.00 0.00 0.00 0.4326
H -0.23387 -4.71261 -5.62369 0.00 0.00 -0.01 0.4250
H -1.38149 -3.61071 -3.77043 -0.01 0.00 0.03 0.4053
H -1.36768 1.91413 4.95552 0.00 -0.02 0.00 0.4766
H -0.57610 3.62763 6.51796 0.02 -0.01 0.00 0.4334
H 0.55255 5.65890 5.67896 -0.03 0.02 0.00 0.4163
H 0.85450 5.98014 3.24612 0.00 0.00 -0.01 0.4248
H 0.07431 4.27247 1.67243 0.02 0.03 -0.01 0.2421
H -3.65102 2.24550 3.14109 -0.01 0.00 0.00 0.6045
H -5.20476 0.57007 4.04304 0.00 0.00 0.00 0.4745
H -4.49470 -1.79001 4.27922 -0.01 0.00 0.03 0.4731
H -2.19381 -2.44351 3.64940 0.03 0.09 0.07 0.8862
H -0.63489 -0.77272 2.76409 0.00 -0.01 0.04 0.6479
C 1.96031 1.32693 -3.12296 -0.05 -0.09 -0.02 -0.9771
N 2.77732 2.50049 -2.70222 -0.02 -0.03 -0.03 0.0364
C 4.16292 2.40639 -3.25082 0.12 0.02 -0.07 -0.8236
C 2.73267 2.72592 -1.19752 0.03 -0.04 0.18 -1.2024
C 3.44981 1.66510 -0.41546 0.00 -0.02 -0.02 0.7309
C 4.81896 1.80065 -0.18510 -0.01 0.04 -0.02 -0.4773
C 5.53805 0.81748 0.47656 0.01 -0.01 -0.01 -0.7331
C 4.89752 -0.32728 0.92222 -0.02 0.01 -0.02 -0.9385
C 3.52665 -0.46750 0.73894 0.14 0.06 -0.09 -0.6933
C 2.81522 0.52823 0.07930 -0.39 -0.19 0.23 0.3900
H 1.97092 1.25510 -4.20792 0.01 0.02 0.01 0.4743
H 0.93959 1.46883 -2.77405 -0.05 0.03 -0.01 0.3371
H 2.38024 0.42195 -2.68961 0.04 -0.01 0.02 0.4123
H 2.35274 3.33035 -3.11886 -0.02 0.00 0.01 0.3554
H 4.63742 1.51205 -2.85825 -0.03 0.00 0.01 0.4146
H 4.72760 3.28964 -2.96250 -0.03 0.00 0.02 0.3662
H 4.10086 2.34717 -4.33448 -0.03 0.01 0.00 0.3369
H 1.67417 2.77406 -0.93448 -0.01 0.06 -0.03 0.0815
H 3.17790 3.70446 -1.02290 -0.01 0.01 -0.03 0.5956
H 5.32734 2.69875 -0.51737 0.02 -0.02 -0.01 0.4979
H 6.59840 0.94780 0.64296 0.00 0.01 0.01 0.4552
H 5.45314 -1.10448 1.42929 0.00 0.01 0.01 0.4772
H 3.04071 -1.36122 1.11295 -0.02 0.00 0.00 0.5808
```
Forces are in eV/Å.

Values from the calculation:
- energy relative to the best compared isomer or geometry (same formula, charge and spin) (kcal per mole) = 24.7
- Kohn-Sham gap (eV) = 6.35
- electronic energy (eV) = -56510.1105
- charge = +2

=====

C42H40N2O6P2Pt as an isolated structure. Source: the OMol25 dataset; level of theory: wB97M-V/def2-TZVPD.

```
93
Properties=species:S:1:pos:R:3:forces:R:3:mulliken_charge:R:1
Pt 0.58643 -1.68231 -1.39966 0.57 4.30 0.84 1.2157
C 1.39603 -3.42541 -0.73796 1.47 -0.64 -0.10 0.0772
C 2.49426 -2.55804 -1.07742 0.24 -0.84 0.64 -0.7117
C 3.18839 -2.51478 -2.39556 -0.20 -0.33 -0.64 -1.1051
C 2.23811 -2.53651 -3.63628 1.42 -0.70 -0.40 -1.4590
C 0.87133 -1.98769 -3.43409 -1.20 -1.05 -0.55 -0.6640
C -0.26986 -2.71748 -2.96271 0.00 0.33 -1.55 1.3141
C -0.24491 -4.13863 -2.56168 0.14 -1.26 0.75 -1.2161
C 0.98021 -4.54041 -1.65795 -0.84 -0.64 -0.46 -0.9937
C -1.78210 1.26949 -0.49395 -0.03 -0.70 1.68 -0.8163
H 1.32368 -3.65826 0.32728 -0.27 0.29 -0.30 0.2307
H 3.09420 -2.25051 -0.20693 -0.13 -0.10 -0.61 0.9879
H 3.83088 -3.38981 -2.39907 0.44 -0.25 -0.42 0.5626
H 3.84016 -1.64424 -2.49589 -0.05 0.02 0.34 0.1511
H 2.73177 -1.95215 -4.43079 -0.16 -0.28 0.20 0.4489
H 2.17843 -3.56950 -4.01321 -0.06 0.26 0.03 0.2844
H 0.64733 -1.13245 -4.06604 -0.06 -0.02 0.23 0.9717
H -1.21938 -2.35241 -3.33967 0.16 -0.33 0.15 0.2563
H -0.34351 -4.78565 -3.43747 0.18 -0.20 -0.03 0.3744
H -1.15346 -4.31074 -1.96353 0.23 -0.02 -0.15 0.2587
H 0.64099 -5.36331 -1.00278 0.34 0.07 -0.56 0.4379
H 1.84951 -4.86820 -2.25456 -0.44 -0.09 0.19 0.2973
H -1.75408 0.35682 0.16915 -0.10 1.24 -0.27 -0.4206
H -2.80748 1.71943 -0.52254 0.86 -0.51 -0.20 0.5601
H -1.06907 1.99196 -0.04733 -0.31 -0.45 -0.40 0.4038
P 1.82833 -0.27911 0.25279 -2.22 0.30 -0.25 1.7380
P -1.24161 0.69237 -2.09393 0.88 -0.90 1.13 2.2376
C 1.73642 0.43467 -1.49895 -1.99 0.48 0.50 -0.1857
C 0.59592 0.65317 -2.29335 0.88 0.10 0.02 -2.4656
C 3.09381 0.75554 0.90739 0.71 0.42 0.24 -0.0897
C 4.38067 0.74634 0.34334 -0.33 0.43 0.71 -0.5902
C 5.39386 1.41266 1.03418 -0.04 0.17 -0.08 -0.7347
C 5.11066 2.10657 2.21876 -0.11 -0.09 -0.10 -0.6101
C 3.80081 2.17794 2.71315 0.39 0.15 -0.16 -0.7659
C 2.77979 1.51480 2.05730 0.43 -0.42 -0.40 -0.2381
C 1.57814 -1.49874 1.59669 -0.15 -0.34 2.00 1.4133
C 0.32487 -2.03978 1.95757 0.53 -0.04 -0.49 -0.0522
C 0.22512 -3.20272 2.70915 0.10 0.06 0.15 -0.9650
C 1.38043 -3.81231 3.20625 0.21 0.05 -0.13 -0.7069
C 2.62504 -3.20854 2.98143 -0.24 -0.27 0.57 -0.7254
C 2.71243 -2.02420 2.25390 -0.21 0.11 -0.71 -1.1446
C -1.52813 2.14196 -3.06035 -0.27 0.42 -0.71 0.3596
C -0.71277 3.24972 -2.76120 -0.28 -0.09 -0.34 -0.5761
C -0.98523 4.46916 -3.36456 0.04 -0.21 0.26 -0.7100
C -2.03609 4.56538 -4.27630 -0.11 -0.09 -0.09 -0.6011
C -2.81428 3.44755 -4.58838 -0.06 0.22 0.07 -0.7642
C -2.58474 2.22225 -3.96180 0.22 0.67 -0.06 -0.4293
C -2.51368 -0.60073 -2.52716 -0.32 -0.28 -0.33 0.3045
C -3.13927 -1.26209 -1.45405 -0.33 0.32 0.25 -0.4294
C -4.19450 -2.15608 -1.63729 0.43 0.05 -0.02 -0.9727
C -4.58611 -2.51266 -2.91845 0.04 0.13 -0.26 -0.5035
C -3.96679 -1.90296 -4.00791 -0.07 -0.06 0.04 -1.0410
C -2.94485 -0.96742 -3.82745 0.37 0.26 0.15 -0.0880
H 2.71719 0.67074 -1.95173 -0.58 -0.38 0.05 0.4829
H 0.85758 1.04282 -3.30362 -0.33 -0.60 0.48 0.6843
H 4.54322 0.23232 -0.61178 0.20 0.08 0.52 0.2557
H 6.40427 1.39511 0.63377 -0.09 0.06 0.15 0.4236
H 5.91260 2.61429 2.75457 -0.16 -0.14 -0.18 0.3609
H 3.56265 2.76104 3.60303 0.21 -0.12 -0.20 0.4795
H 1.74866 1.55591 2.40676 0.24 -0.19 -0.05 0.3643
H -0.58437 -1.53759 1.67605 -0.07 -0.03 -0.37 -0.0839
H -0.76926 -3.62639 2.90316 0.49 0.27 0.05 0.4333
H 1.30434 -4.72989 3.79444 0.10 0.27 -0.22 0.3768
H 3.52836 -3.65094 3.42113 -0.39 0.26 -0.20 0.3926
H 3.67245 -1.51694 2.14857 -0.11 -0.24 -0.08 0.4496
H 0.12329 3.14908 -2.06164 -0.37 0.06 -0.21 0.2829
H -0.38569 5.33126 -3.07674 -0.18 -0.09 -0.26 0.4139
H -2.24866 5.53012 -4.73396 -0.01 -0.26 0.02 0.3741
H -3.63494 3.53273 -5.29448 0.13 0.07 0.05 0.4192
H -3.21756 1.35652 -4.15451 0.16 0.46 0.03 0.4036
H -2.85187 -1.07276 -0.42488 0.08 0.03 -0.20 0.3512
H -4.69514 -2.58210 -0.76999 0.24 0.04 -0.14 0.4646
H -5.35332 -3.27177 -3.07032 0.10 0.31 0.00 0.4035
H -4.31542 -2.15208 -5.01030 0.31 0.06 0.18 0.3727
H -2.45183 -0.56454 -4.71965 -0.23 -0.02 0.39 0.4501
O -1.87287 -0.37055 2.95459 0.29 0.70 -0.11 -0.7837
C -1.09819 0.60727 2.91409 0.61 -0.42 -0.79 -0.2665
O -0.11215 0.81305 2.12839 -1.19 0.00 0.50 0.2051
C -1.34310 1.72653 3.90177 -0.38 1.39 0.78 0.6024
C -0.79473 3.00831 3.68179 -0.36 0.25 0.52 -0.5338
C -1.08732 4.07354 4.56725 -0.55 -2.06 0.33 -0.3671
C -1.90429 3.88178 5.69336 0.03 -0.25 -0.18 -0.2981
C -2.46460 2.61075 5.89418 1.26 -0.11 -1.77 -0.3257
C -2.19428 1.54315 5.00356 -0.08 0.54 0.18 -0.1728
N -3.32280 2.37592 7.02342 -1.61 -0.46 2.38 0.9887
O -3.54228 3.32665 7.80209 0.42 -1.51 -1.42 -0.6036
O -3.80162 1.23446 7.19199 0.96 2.08 -0.51 -0.5899
N -0.48674 5.35749 4.33735 1.03 2.64 -0.60 1.0105
O 0.25339 5.49165 3.33890 -1.27 -0.33 1.74 -0.6092
O -0.73741 6.29261 5.12589 0.37 -1.81 -1.27 -0.6077
H -0.16211 3.21419 2.81744 -0.19 -0.27 0.31 0.5112
H -2.09136 4.69012 6.39371 0.00 -0.17 -0.19 0.5835
H -2.67021 0.57417 5.15219 0.20 0.27 -0.04 0.5916
```
Forces are in eV/Å.

Values from the calculation:
- energy relative to the best compared isomer or geometry (same formula, charge and spin) (kcal per mole) = 66.5
- Kohn-Sham gap (alpha / beta) (eV) = 4.59 / 6.25
- multiplicity = 3
- electronic energy (eV) = -81279.2065